Model i:
Density functional theory data (wB97M-V/def2-TZVPD) for an isolated molecule of C3H11N5.

The HOMO energy is -7.131 eV. The orbital gap comes out at 7.99 eV.

Structure (ORCA input):
```
! RIJCOSX wB97M-V def2-TZVPD def2/J DEFGRID3
* xyz 0 1
C -0.7506 -0.6274 -0.1615
C -1.7577 -0.5669 0.9928
C 1.1690 0.3130 0.0191
N -1.3025 -1.1740 -1.3318
N -0.1831 1.0482 -0.4356
N 1.6745 0.8467 1.2438
N 2.1593 0.5039 -1.0059
N 0.5677 -0.9547 0.1051
H -0.7311 -1.9268 -1.6934
H -2.2789 -1.4363 -1.2932
H -0.5592 1.8109 0.1271
H -0.2049 1.2811 -1.4243
H 2.0293 -0.2141 -1.7105
H 1.8773 1.8372 1.2689
H 1.1819 0.5131 2.0571
H 3.0927 0.4607 -0.6156
H -1.8903 -1.5821 1.3717
H -1.3632 0.0416 1.8069
H -2.7301 -0.1743 0.6793
*
```

---

Model ii:
Density functional theory data (wB97M-V/def2-TZVPD) for a structure of composition C3H11N5.

The HOMO energy is -7.300 eV. The orbital gap comes out at 8.04 eV.

Structure (ORCA input):
```
! RIJCOSX wB97M-V def2-TZVPD def2/J DEFGRID3
* xyz 0 1
C -0.7221 -0.2782 1.6273
N -1.5692 0.7430 -0.3853
C -0.6737 -0.1727 0.1285
N -1.7126 0.9902 -1.7607
N -0.3354 -1.2699 -0.5552
H -1.7473 1.5611 0.1768
H -2.2727 0.2573 -2.1840
H -0.8099 1.0539 -2.2275
H -0.5476 -1.2230 -1.5465
H 0.0451 -0.9665 1.9779
H -0.5190 0.6882 2.0869
H -1.7127 -0.6250 1.9342
N 1.2622 0.8859 0.0285
C 2.3285 -1.1433 0.1795
N 2.2874 0.0285 0.6730
H 1.4457 0.9401 -0.9748
H 1.3108 1.8077 0.4505
H 0.9520 -1.5115 -0.4143
H 2.9906 -1.7659 0.7851
*
```

---

Verdict on stability: model i comes out on top.

---

Model i:
Density functional theory data (wB97M-V/def2-TZVPD) for a cluster of 2 separate species, CH5N4 in total.

The HOMO energy is -14.661 eV. The orbital gap comes out at 9.00 eV.

Structure (ORCA input):
```
! RIJCOSX wB97M-V def2-TZVPD def2/J DEFGRID3
* xyz 1 1
C 0.2374 -0.1968 0.0593
N 1.3699 0.3030 0.6629
N 1.3786 -0.1779 -0.7458
N -0.9341 -0.7284 0.6572
N -1.1182 0.2679 -0.2713
H 1.6343 1.3456 0.8272
H 1.9494 -1.0496 -0.9672
H -1.3603 -1.5528 0.5827
H -1.5601 1.5712 0.3750
H -1.5968 0.2178 -1.1800
*
```

---

Model ii:
Density functional theory data (wB97M-V/def2-TZVPD) for the ion CH5N4 with charge +1.

The HOMO energy is -15.265 eV. The orbital gap comes out at 10.35 eV. Its SMILES is [H]/N=N/[NH+]=C/N.

Structure (ORCA input):
```
! RIJCOSX wB97M-V def2-TZVPD def2/J DEFGRID3
* xyz 1 1
C 0.2575 0.6242 -0.4457
N -0.7932 -2.3673 0.5721
N -0.4148 -1.5542 -0.2966
N 0.5472 1.8688 -0.1289
N -0.4178 -0.2878 0.2131
H 0.8719 0.1290 -1.1349
H -0.8141 -3.2758 0.2360
H 1.2597 2.3442 -0.7151
H 0.2448 2.4948 0.5756
H -0.7412 0.0240 1.1244
*
```

---

Verdict on stability: model ii comes out on top.